{"formula": "C4H5NO", "method": "ωB97M-V/def2-TZVPD", "species": ["H", "C", "H", "O", "C", "H", "C", "C", "H", "N", "H"], "xyz": [[2.026991, -1.581324, -0.844536], [-1.155729, 0.756645, 0.114345], [-2.124762, 0.544936, -1.664756], [0.166981, 0.858374, 2.136650], [-1.214015, 0.226911, -1.139039], [0.103246, -1.031952, -1.151268], [1.073926, -1.128290, -0.559581], [-0.049486, 0.486116, 1.007538], [-1.872526, 1.439109, 0.582950], [1.081694, -0.359507, 0.474488], [1.920668, -0.209506, 1.035162]], "forces_ev_per_angstrom": [[-0.1495, 0.0416, 0.0686], [0.0826, -0.0260, -0.1359], [0.0588, -0.0566, 0.0793], [-0.1530, -0.0888, -0.4970], [-0.1243, 0.2779, 0.2520], [0.0354, -0.0943, 0.1335], [0.1681, 0.4267, 0.3067], [0.0730, 0.0264, 0.2641], [0.0414, -0.1188, -0.0773], [0.0904, -0.2712, -0.3270], [-0.1229, -0.1171, -0.0670]], "lumo_energy_ev": [-0.83, -0.83], "energy_ev": -7762.2321, "relative_energy_kcal_mol": 99.0, "gap_ev": [6.803, 6.802]}

{"formula": "C24H42BF4LiO12", "method": "ωB97M-V/def2-TZVPD", "species": ["H", "C", "C", "C", "H", "F", "H", "H", "O", "H", "C", "H", "H", "O", "H", "C", "C", "H", "H", "H", "O", "C", "H", "H", "H", "C", "H", "O", "C", "H", "C", "F", "H", "H", "H", "O", "C", "H", "H", "C", "H", "B", "C", "O", "O", "H", "C", "Li", "H", "H", "C", "H", "O", "H", "H", "H", "C", "H", "C", "H", "H", "H", "H", "C", "F", "O", "H", "H", "O", "C", "H", "C", "H", "H", "O", "O", "C", "C", "H", "C", "H", "C", "H", "F"], "xyz": [[31.073000, 43.445000, 17.750000], [29.615000, 37.332000, 21.138000], [21.098000, 45.178000, 16.995000], [28.918000, 38.504000, 21.165000], [28.607000, 40.238000, 17.834000], [28.735000, 44.193000, 17.221000], [23.789000, 39.491000, 18.964000], [21.655000, 40.038000, 21.806000], [28.983000, 39.457000, 17.627000], [30.845000, 46.053000, 20.000000], [30.214000, 37.682000, 18.821000], [32.488000, 44.406000, 16.998000], [25.178000, 44.441000, 16.239000], [24.543000, 44.757000, 15.686000], [23.118000, 41.948000, 22.556000], [30.280000, 36.921000, 19.948000], [23.946000, 40.348000, 19.551000], [27.354000, 44.642000, 14.403000], [30.852000, 35.873000, 19.710000], [28.148000, 46.633000, 17.789000], [26.130000, 40.770000, 14.493000], [25.197000, 40.172000, 15.336000], [30.361000, 35.783000, 22.198000], [25.707000, 40.087000, 16.438000], [24.920000, 43.243000, 21.845000], [21.281000, 45.033000, 18.366000], [31.695000, 42.203000, 15.464000], [26.622000, 42.881000, 19.891000], [27.445000, 47.409000, 17.376000], [27.908000, 39.896000, 19.693000], [28.662000, 39.202000, 19.933000], [26.660000, 43.390000, 17.046000], [30.863000, 45.267000, 12.824000], [24.618000, 44.513000, 18.387000], [27.133000, 42.726000, 19.001000], [28.777000, 46.058000, 14.920000], [25.170000, 41.083000, 19.356000], [24.243000, 40.688000, 15.463000], [31.664000, 43.866000, 12.691000], [22.593000, 44.726000, 18.798000], [25.120000, 39.136000, 15.034000], [27.915000, 43.075000, 16.927000], [25.476000, 42.128000, 20.229000], [29.676000, 36.466000, 22.240000], [29.761000, 43.619000, 13.362000], [30.040000, 46.055000, 21.606000], [22.215000, 45.059000, 16.099000], [29.862000, 44.306000, 15.415000], [30.734000, 44.498000, 21.012000], [20.038000, 45.313000, 16.599000], [23.653000, 44.588000, 17.869000], [29.232000, 43.014000, 12.850000], [28.962000, 45.297000, 20.005000], [28.466000, 38.937000, 21.972000], [28.144000, 45.807000, 12.836000], [29.189000, 44.496000, 19.524000], [23.559000, 41.665000, 21.565000], [20.327000, 44.881000, 20.163000], [30.195000, 45.376000, 20.693000], [26.973000, 47.782000, 18.393000], [22.868000, 44.557000, 19.787000], [26.819000, 41.275000, 15.024000], [32.918000, 42.627000, 17.494000], [23.184000, 40.612000, 20.780000], [28.487000, 42.677000, 15.651000], [31.442000, 43.080000, 15.886000], [26.579000, 46.890000, 17.076000], [27.945000, 49.058000, 17.160000], [28.031000, 48.366000, 16.648000], [29.354000, 38.750000, 18.802000], [28.587000, 47.085000, 15.362000], [32.081000, 43.392000, 17.133000], [22.056000, 45.122000, 15.108000], [25.801000, 41.071000, 18.381000], [20.274000, 45.231000, 19.259000], [22.207000, 39.752000, 21.111000], [23.486000, 44.859000, 16.565000], [27.790000, 45.690000, 13.902000], [26.973000, 46.627000, 14.143000], [30.772000, 44.209000, 12.601000], [30.522000, 37.218000, 17.920000], [24.644000, 42.491000, 21.269000], [30.240000, 44.088000, 11.652000], [28.167000, 42.115000, 17.896000]], "forces_ev_per_angstrom": [[2.7933, -0.1148, 0.0802], [2.0929, -2.5677, -0.2377], [-0.5042, -0.1727, -1.1231], [-0.4547, 0.8966, -3.2403], [-1.8626, 4.0994, 1.2798], [0.5351, 0.6421, 0.2336], [-0.7094, -0.8351, -0.7223], [-0.7170, 0.8125, 1.2443], [3.2608, -5.6823, -0.9041], [-0.2593, -1.3626, 1.2600], [-0.9563, -0.2010, -0.5497], [0.1556, -0.4535, 0.4281], [3.6311, -1.5508, 1.8691], [-3.1825, 1.5970, -1.8255], [-0.2613, -0.7694, -1.0960], [0.9803, -2.2621, 0.2163], [1.7523, 1.9814, 2.7042], [0.8519, 2.6702, -2.4703], [-1.5187, 2.5504, 1.5616], [-0.3669, 0.6086, -0.7607], [1.6679, 1.7025, 0.1490], [1.9335, -0.6914, 3.6194], [-0.1550, 0.5687, -0.5741], [-1.4564, 0.1499, -2.2437], [0.9856, 3.4025, 2.6793], [2.1266, -0.5562, 0.7624], [-0.4561, 1.7555, 1.1027], [0.0927, 0.1579, -0.0545], [-0.9957, -3.0002, 6.4451], [-0.7850, 1.1206, 0.8195], [2.6368, -3.0528, 0.2530], [-3.3026, 0.7759, -1.0046], [-0.4344, 0.3761, 0.1580], [-0.0390, -0.4241, -0.7325], [-2.1517, -0.4858, 2.6534], [0.3868, 3.4297, 1.0019], [-1.7597, -0.3383, -1.1181], [0.0737, 0.0300, -0.3376], [5.6209, -3.1333, 0.4215], [-0.3218, 0.0430, -2.8113], [-0.6223, -0.1893, -0.1785], [3.8620, 0.1436, -0.7181], [1.7800, 0.7364, -2.4928], [-0.4879, 0.9887, 0.1928], [0.0152, -0.2940, 2.9124], [0.2014, -1.1683, -1.0472], [-1.7371, 0.3501, 3.6914], [-0.6210, -0.3187, -0.1194], [-0.2979, -0.6616, -0.2116], [1.6674, -0.0623, 0.4817], [-0.2236, 0.8244, 4.0261], [-0.0690, -0.2015, -0.0135], [0.7829, -1.5906, 0.4383], [-1.0763, 0.3445, 2.4490], [-0.2956, -0.7321, 1.3353], [-1.3121, -0.1494, -0.8582], [0.1091, 1.5673, 1.6981], [0.8295, -0.0793, -0.8109], [0.8613, 5.0214, 0.4026], [1.1297, 0.0411, -1.6435], [-0.0088, -0.1505, 1.7642], [-1.4814, -0.9549, -1.0760], [-2.1178, 1.6354, -0.7380], [1.7841, -0.3592, -2.3307], [-1.3431, -0.2528, 0.4508], [0.8778, -1.6283, -1.9100], [-0.9214, -0.5032, -1.8866], [-0.1167, 6.1632, 3.2387], [1.1609, -3.5827, -5.3620], [-2.3050, 3.0539, -0.4077], [0.8366, -4.3140, -2.0589], [-1.3974, -0.8216, 1.1416], [-0.5764, 0.3168, -3.3064], [-1.2723, -0.6014, 1.8868], [-1.3932, 0.3468, -0.1570], [0.1214, -1.4483, -1.4566], [-0.2062, -0.5378, -1.8141], [-3.0156, 1.9829, 3.5221], [1.4699, -3.1172, -1.4007], [-6.5987, 2.7183, -2.2977], [0.6699, 0.1449, -0.8932], [-0.1149, -3.8460, -2.8719], [1.7802, 0.6874, -1.0017], [0.7450, -1.2188, 0.2952]], "lumo_energy_ev": -0.15, "energy_ev": -61888.9931, "relative_energy_kcal_mol": 0.0, "gap_ev": 7.449}